Run i
Below is 2 unconnected molecules or ions with the total composition C2H5NO2, with properties calculated with the ωB97M-V functional and the def2-TZVPD basis.

XYZ file:
```
10
Properties=species:S:1:pos:R:3
O -6.388 0.178 1.932
O -5.189 1.863 0.429
N 5.216 -2.060 -1.421
C 5.550 -0.836 -1.052
C -5.823 1.249 1.537
H -5.883 1.897 2.354
H -5.138 1.063 -0.301
H 5.903 -2.485 -2.104
H 5.537 -0.859 0.206
H 6.215 -0.011 -1.578
```

Results
E_LUMO = 0.5 eV
Total charge = 0
Gap between HOMO and LUMO = 10.07 eV
SMILES = O=CO.C=N

---

Run ii
Below is a single C2H5NO2 molecule, with properties calculated with the ωB97M-V functional and the def2-TZVPD basis.

XYZ file:
```
10
Properties=species:S:1:pos:R:3
O -2.001 0.471 -1.011
O -0.718 1.435 0.551
N 0.098 -0.354 -0.625
C 1.055 -0.724 0.383
C -0.936 0.508 -0.438
H 0.927 -0.076 1.249
H 0.997 -1.777 0.619
H 0.120 -0.682 -1.574
H 2.087 -0.497 0.089
H -1.631 1.694 0.756
```

Results
E_LUMO = 0.8 eV
Total charge = 0
Gap between HOMO and LUMO = 10.63 eV
SMILES = CNC(=O)O

---

Run iii
Below is 2 unconnected molecules or ions with the total composition C2H5NO2, with properties calculated with the ωB97M-V functional and the def2-TZVPD basis.

XYZ file:
```
10
Properties=species:S:1:pos:R:3
O -0.090 -2.985 1.825
O 1.262 3.892 0.220
N -0.566 -2.766 -0.379
C -0.110 -3.439 0.704
C 0.461 4.648 -0.256
H 0.289 -4.439 0.473
H -0.594 4.356 -0.405
H -0.834 -1.794 -0.306
H -0.565 -3.141 -1.313
H 0.747 5.667 -0.563
```

Results
E_LUMO = 0.9 eV
Total charge = 0
Gap between HOMO and LUMO = 10.89 eV
SMILES = NC=O.C=O

---

Run iv
Below is a single C2H5NO2 molecule, with properties calculated with the ωB97M-V functional and the def2-TZVPD basis.

XYZ file:
```
10
Properties=species:S:1:pos:R:3
O -1.669 -1.201 -0.011
O 1.389 1.545 0.618
N 0.419 -0.392 -0.293
C 0.183 0.933 0.231
C -0.638 -1.197 -0.661
H -0.225 1.613 -0.534
H -0.562 -1.780 -1.588
H 1.305 -0.515 -0.765
H -0.565 0.921 1.021
H 1.478 1.530 1.565
```

Results
E_LUMO = 0.8 eV
Total charge = 0
Gap between HOMO and LUMO = 10.71 eV
SMILES = O=CNCO

---

How do the energies compare? Relative to the most stable structure, in hartree: run i 0.1566; run ii 0.0000; run iii 0.0449; run iv 0.0307.

---

Run i
Below is a molecular structure, C2H5NO2, with properties calculated with the ωB97M-V functional and the def2-TZVPD basis.

XYZ file:
```
10
Properties=species:S:1:pos:R:3
O -0.023 -0.822 -1.576
O 1.050 0.483 1.440
N -0.872 1.198 0.384
C 0.487 -0.792 -0.267
C 0.132 0.337 0.543
H -0.613 -1.577 -1.668
H -1.467 1.051 -0.417
H 0.379 -1.730 0.284
H -0.788 2.138 0.740
H 1.590 -0.304 0.667
```

Results
E_LUMO = 0.7 eV
Total charge = 0
Gap between HOMO and LUMO = 8.69 eV

---

Run ii
Below is a single C2H5NO2 molecule, with properties calculated with the ωB97M-V functional and the def2-TZVPD basis.

XYZ file:
```
10
Properties=species:S:1:pos:R:3
O -0.841 -0.806 -1.130
O 0.504 0.462 0.106
N -1.681 0.979 0.059
C -0.725 0.100 -0.381
C 1.501 -0.521 0.030
H 1.644 -1.010 -1.033
H 2.447 0.057 0.396
H 1.388 -1.406 0.980
H -2.786 0.634 0.047
H -1.450 1.509 0.927
```

Results
E_LUMO = 0.8 eV
Total charge = 0
Gap between HOMO and LUMO = 11.27 eV
SMILES = COC(N)=O

---

How do the energies compare? Relative to the most stable structure, in hartree: run i 0.0689; run ii 0.0000.